# C38H34BaN2O2P2S

A structure of composition C38H34BaN2O2P2S (the ωB97M-V functional and the def2-TZVPD basis, OMol25).

The geometry in XYZ format:
```
80
Properties=species:S:1:pos:R:3:forces:R:3
Ba -0.9044 -1.2049 -1.4023 -0.130 0.072 -0.040
O 1.6462 -0.8209 -1.8226 0.050 0.026 0.171
S 1.8714 -0.4674 -0.3513 -0.041 -0.044 -0.168
C 2.9138 -1.6902 0.3508 0.050 -0.041 -0.035
C 4.2045 -1.9403 -0.0982 -0.051 0.006 0.028
C 4.9058 -3.0000 0.4509 0.030 -0.022 0.015
C 4.3065 -3.7899 1.4236 0.018 0.004 -0.015
C 3.0003 -3.5548 1.8335 -0.035 0.030 -0.004
C 2.2659 -2.5035 1.2903 0.038 -0.048 0.131
P 0.4549 -2.3032 1.6202 0.093 -0.045 -0.176
C 0.3208 -0.7154 2.5051 0.012 -0.028 0.027
C 1.4156 0.0234 2.9432 0.024 0.036 0.010
C 1.2279 1.2498 3.5682 -0.021 -0.004 -0.003
C -0.0547 1.7389 3.7717 0.004 0.006 -0.002
C -1.1534 1.0038 3.3444 -0.024 -0.004 0.007
C -0.9656 -0.2121 2.7050 0.017 -0.010 0.007
C 0.1120 -3.5714 2.8652 0.009 0.046 0.029
C 0.3356 -3.3524 4.2241 -0.016 -0.036 0.003
C 0.0931 -4.3680 5.1363 0.007 0.033 0.000
C -0.3663 -5.6028 4.6973 -0.004 -0.024 0.006
C -0.5925 -5.8258 3.3464 -0.003 0.008 -0.016
C -0.3601 -4.8093 2.4316 0.005 0.005 0.030
C 2.6918 1.0992 -0.2659 -0.086 0.077 -0.093
C 3.9789 1.2843 0.2132 -0.017 0.000 0.008
C 4.5037 2.5693 0.2576 0.018 0.000 0.007
C 3.7446 3.6467 -0.1678 0.008 0.005 0.003
C 2.4452 3.4550 -0.6201 -0.040 -0.004 -0.010
C 1.8919 2.1816 -0.6751 0.061 -0.001 0.008
P 0.1336 1.9258 -1.1263 -0.045 -0.148 0.135
C -0.6594 3.5200 -0.8203 0.034 0.058 -0.103
C -1.1581 3.7565 0.4603 0.002 0.003 -0.021
C -1.7486 4.9747 0.7577 -0.010 0.004 0.026
C -1.8581 5.9511 -0.2233 -0.008 0.016 0.002
C -1.3719 5.7161 -1.5022 0.013 -0.018 0.000
C -0.7682 4.5037 -1.8028 -0.001 0.017 0.048
C 0.1030 1.6932 -2.9308 -0.094 -0.071 -0.036
C 1.2193 1.7205 -3.7590 -0.022 0.040 0.005
C 1.0942 1.4067 -5.1058 0.017 0.007 -0.003
C -0.1389 1.0563 -5.6369 -0.010 -0.011 -0.007
C -1.2614 1.0195 -4.8187 0.037 0.017 -0.017
C -1.1384 1.3277 -3.4709 0.048 0.066 0.000
H 4.6442 -1.3258 -0.8735 -0.005 -0.019 -0.002
H 5.9130 -3.2109 0.1179 -0.008 -0.009 0.011
H 4.8544 -4.6152 1.8589 0.013 0.008 -0.006
H 2.5512 -4.2071 2.5701 -0.030 0.003 0.001
H 2.4217 -0.3564 2.8057 -0.015 -0.002 0.028
H 2.0848 1.8156 3.9103 -0.001 -0.001 -0.002
H -0.2000 2.6869 4.2731 0.007 -0.004 -0.003
H -2.1560 1.3740 3.5175 0.011 0.001 -0.003
H -1.8281 -0.7931 2.3894 -0.003 0.013 0.014
H 0.6932 -2.3902 4.5692 0.007 0.001 0.010
H 0.2631 -4.1962 6.1909 -0.001 -0.003 -0.008
H -0.5532 -6.3932 5.4121 0.001 0.004 -0.002
H -0.9550 -6.7870 3.0075 0.004 0.004 0.001
H -0.5411 -4.9817 1.3767 -0.003 -0.007 -0.008
H 4.5670 0.4501 0.5666 -0.008 0.011 -0.003
H 5.5074 2.7228 0.6304 -0.003 -0.001 -0.002
H 4.1556 4.6467 -0.1335 0.006 -0.004 0.005
H 1.8453 4.3081 -0.9112 0.024 0.003 0.002
H -1.0768 2.9888 1.2223 -0.002 0.004 0.003
H -2.1304 5.1635 1.7526 0.003 -0.008 -0.007
H -2.3266 6.8981 0.0099 0.006 -0.005 -0.005
H -1.4575 6.4793 -2.2642 0.000 -0.005 0.002
H -0.3789 4.3272 -2.7979 -0.015 -0.013 -0.019
H 2.1875 1.9850 -3.3543 0.017 -0.002 -0.001
H 1.9656 1.4403 -5.7461 0.002 -0.005 0.004
H -0.2262 0.8220 -6.6895 -0.004 0.000 0.008
H -2.2307 0.7797 -5.2374 -0.005 0.002 0.016
H -2.0269 1.3408 -2.8410 -0.035 0.021 -0.005
C -6.9457 -1.7574 -2.1784 -0.010 0.005 0.002
N -5.5574 -1.6421 -1.7559 -0.053 -0.001 -0.011
C -4.5091 -1.5393 -2.5757 0.174 0.010 0.027
N -4.7319 -1.5269 -3.9001 -0.066 0.001 0.005
O -3.3331 -1.4479 -2.1228 0.005 -0.008 -0.005
H -7.5686 -1.8189 -1.2917 -0.005 -0.003 -0.004
H -7.1089 -2.6616 -2.7665 0.013 -0.004 0.000
H -7.2604 -0.8826 -2.7489 0.013 0.004 -0.001
H -5.3407 -1.6474 -0.7750 0.015 0.002 0.017
H -5.6487 -1.6401 -4.2947 0.003 -0.003 -0.007
H -3.9427 -1.4992 -4.5189 0.017 -0.009 -0.005
```
Forces are in eV/Å.

Its HOMO-LUMO gap is 8.3 eV. The value obtained for the energy relative to the best compared isomer or geometry (same formula, charge and spin) is 0.0 kcal per mole. Its total charge is +2. For the lowest unoccupied orbital energy, the calculation gives -4.90 eV. The calculation puts the energy at -77130.18011 eV.